DFT (wB97M-V/def2-TZVPD) results for a single C2H5N3O3 molecule.

SMILES string: [H]/N=C(/NO)O/C=N\O
Orbital gap: 10.40 eV
DFT total energy: -12763.8413 eV
Strongest force on any atom: 2.1 eV Å⁻¹
ΔE to the lowest compared entry with this formula, charge and spin: 86.7 kcal per mole

Each line ends with the Mulliken charge.
Cartesian coordinates (Å):
H: 0.67944 0.17213 1.76714  0.2544
N: 0.93188 0.76598 1.01191  -0.7785
C: 0.04838 0.81393 0.12125  0.8339
N: 0.15651 1.51068 -1.03877  -0.2027
O: 1.39192 2.14638 -1.03418  -0.3955
O: -1.20343 0.30163 0.22883  -0.3424
C: -1.32475 -0.88606 0.88817  -0.1683
N: -0.77605 -1.97639 0.47128  -0.2937
O: -0.32949 -1.83525 -0.82781  -0.3353
H: -0.04707 0.95582 -1.88075  0.2513
H: 2.00254 1.50376 -0.64440  0.3410
H: -1.77236 -0.85219 1.86517  0.4732
H: 0.24246 -2.62041 -0.92784  0.3627